[1]
ORCA calculation (ωB97M-V/def2-TZVPD) on C4H8N2O as an isolated structure.

Calculated values
Orbital gap: 10.71 eV
Largest force on an atom: 0.6 eV/A
E_LUMO: 0.96 eV
Total charge: 0
Energy relative to the best compared isomer or geometry (same formula, charge and spin): 178.7 kJ/mol

XYZ file:
```
15
Properties=species:S:1:pos:R:3:nbo_charge:R:1
C 1.7665 -0.0035 0.3436 -0.64
C 0.7354 -0.3951 -0.6900 0.09
O 0.0598 -1.6026 -0.1942 -0.51
C -0.9970 -0.8288 0.2143 0.55
N -1.7790 -0.9422 1.1917 -0.70
C -0.6588 0.3228 -0.6919 -0.14
N -0.8863 1.6655 -0.2408 -0.83
H 1.2921 0.1462 1.3196 0.22
H 2.3151 0.9014 0.0724 0.22
H 2.4771 -0.8321 0.4446 0.22
H 1.1803 -0.5733 -1.6739 0.19
H -1.5805 -1.7987 1.7098 0.36
H -1.0902 0.1591 -1.6858 0.21
H -1.5726 2.1316 -0.8223 0.37
H -1.2620 1.6496 0.7027 0.38
```

=====

[2]
ORCA calculation (ωB97M-V/def2-TZVPD) on C6H4N2 as an isolated structure.

Calculated values
Orbital gap (spin up / spin down): 7.92 / 7.94 eV
Largest force on an atom: 4.2 eV/A
E_LUMO (spin up / spin down): -1.20 / -1.18 eV
Total charge: 0
Energy relative to the best compared isomer or geometry (same formula, charge and spin): 711.4 kJ/mol

XYZ file:
```
12
Properties=species:S:1:pos:R:3:nbo_charge:R:1
C 0.7058 -0.7191 0.2308 -0.33
C 1.7051 -0.9119 -0.6819 -0.27
C -1.0894 -0.3971 -0.5503 0.20
N -1.5686 -1.3777 -0.9706 -0.30
H 0.4084 -1.5249 0.8990 0.28
H 1.5572 -1.5865 -1.5122 0.22
H 2.6562 -0.4020 -0.6365 0.22
C 0.7121 0.5666 1.0885 0.20
C -1.3140 0.9905 0.1629 -0.16
C -2.2017 1.8379 0.1194 -0.08
N 1.4237 1.0040 1.9137 -0.25
H -2.9949 2.5202 -0.0627 0.25
```

=====

[3]
ORCA calculation (ωB97M-V/def2-TZVPD) on an isolated molecule of C5H6N2.

Calculated values
Orbital gap: 7.71 eV
Largest force on an atom: 1.2 eV/A
E_LUMO: 0.45 eV
Total charge: 0
Energy relative to the best compared isomer or geometry (same formula, charge and spin): 415.6 kJ/mol

XYZ file:
```
13
Properties=species:S:1:pos:R:3:nbo_charge:R:1
N 2.7462 -1.0541 1.2528 -0.41
C 1.9340 -0.3405 0.8036 0.21
C 0.9888 0.5635 0.2843 -0.31
C 0.4582 0.5178 -1.1480 -0.42
C -0.9403 0.3502 -0.5575 -0.03
C -1.1178 -0.8306 0.3321 -0.24
N -0.3875 0.3771 0.8264 -0.36
H -0.5993 1.0385 1.5528 0.44
H 0.7709 -0.3124 -1.7833 0.21
H 0.5610 1.4578 -1.6999 0.21
H -1.8141 0.9464 -0.8142 0.22
H -0.4804 -1.7081 0.2275 0.24
H -2.1197 -1.0054 0.7236 0.23
```

=====

[4]
ORCA calculation (ωB97M-V/def2-TZVPD) on an isolated molecule of C3H7BrO.

Calculated values
Orbital gap: 9.94 eV
Largest force on an atom: 3.1 eV/A
E_LUMO: 0.28 eV
Total charge: 0
Energy relative to the best compared isomer or geometry (same formula, charge and spin): 226.3 kJ/mol

XYZ file:
```
12
Properties=species:S:1:pos:R:3:nbo_charge:R:1
C 0.8310 -0.4989 0.0440 -0.63
C -0.1429 0.6129 0.4505 -0.43
C -1.4572 0.4862 -0.3315 -0.06
O -1.7054 1.9440 -0.6668 -0.65
Br -3.2082 2.3584 -1.5324 0.30
H 0.3422 -1.4000 0.3591 0.21
H 1.2464 -0.3345 -0.9526 0.22
H 1.7118 -0.2377 0.6374 0.22
H 0.0501 1.6178 0.1476 0.24
H -0.4019 0.5674 1.5027 0.20
H -1.2041 -0.1330 -1.2465 0.18
H -2.2432 0.0336 0.3389 0.19
```

=====

Question: What is the formula in the second record?
Answer: C6H4N2